1.
Entry from the OMol25 dataset: a molecular structure, C26H20GeNO5SW in a non-equilibrium geometry (ωB97M-V/def2-TZVPD).

```
55
Properties=species:S:1:pos:R:3:forces:R:3
W -0.58299 -0.20620 0.73532 -4.0941 5.0482 -1.8434
O -0.41102 0.34315 -1.32349 0.4359 -0.1177 0.4738
N -1.51081 0.59003 -2.03598 -0.9639 0.0678 0.2043
C -1.48527 1.52613 -3.00793 0.1946 -0.0192 0.1282
C -2.61716 1.81529 -3.72822 -0.0063 -0.1033 -0.0254
C -3.78854 1.09670 -3.49750 0.2134 -0.4704 0.4329
C -3.78236 0.10726 -2.52891 -0.0275 0.3727 -0.4654
C -2.64871 -0.10342 -1.75777 0.8885 -0.2632 0.3511
S -2.55208 -1.25099 -0.46765 0.5937 -0.0197 0.2178
H -0.52968 2.00183 -3.16212 0.0291 0.0362 0.1034
H -2.58428 2.58253 -4.48280 0.1081 0.0905 -0.0595
H -4.68339 1.29292 -4.06613 -0.0641 0.0340 -0.0543
H -4.64023 -0.51143 -2.32992 -0.1127 0.0550 0.0251
O 2.19414 -1.50790 3.46870 0.0948 -0.0701 -0.0839
C 1.34521 -1.11662 2.72398 0.2453 -0.3235 -0.1634
O 0.30466 -0.37818 2.93211 -0.8895 0.2677 -1.1717
C 1.15543 -1.35102 1.19389 1.0898 -1.1810 1.1550
O 1.39583 -0.32416 0.43409 0.1088 -0.2032 -0.2379
O 0.17809 -2.10557 0.84134 1.2793 -1.4281 0.1043
C -1.67045 1.38032 1.11936 0.9787 -1.6155 0.0977
Ge -3.48737 0.97141 1.77443 -1.0423 -0.1282 0.8037
C -4.88909 1.50597 0.43874 0.8024 -0.2312 0.4572
C -5.77490 0.58198 -0.10054 0.0131 -0.1140 0.1842
C -6.68039 0.95871 -1.07834 -0.1256 -0.0612 -0.0332
C -6.69401 2.26108 -1.54908 -0.0349 -0.0322 -0.0479
C -5.81354 3.19230 -1.02229 -0.0215 0.1299 -0.0593
C -4.92232 2.81385 -0.03257 0.1472 0.0241 0.1684
C -3.56740 2.01784 3.46355 0.1737 -0.1546 -0.6551
C -4.56745 2.89520 3.85220 -0.0680 -0.0636 -0.2404
C -4.44675 3.61710 5.02935 -0.1620 0.1144 0.0558
C -3.33248 3.45879 5.83599 -0.0154 0.0446 0.0121
C -2.33365 2.57355 5.46149 0.0598 0.0417 0.1417
C -2.45440 1.86095 4.28422 0.1728 -0.1615 -0.1750
C -3.89073 -0.86651 2.41929 0.1992 0.5808 -0.2427
C -2.90860 -1.82473 2.61109 0.5681 0.3195 -0.0978
C -3.22419 -3.08072 3.09729 0.1832 -0.0519 -0.0178
C -4.54113 -3.39259 3.39524 0.0447 -0.0467 0.0143
C -5.53017 -2.43616 3.23772 -0.1000 -0.0866 0.0176
C -5.20120 -1.17863 2.76400 0.0639 0.2786 -0.0656
H -1.53892 2.45743 1.26009 0.1245 -0.1444 -0.0954
H -5.74569 -0.44318 0.24346 -0.0463 -0.0941 -0.0074
H -7.37384 0.23068 -1.47802 -0.0336 -0.0385 -0.0354
H -7.38838 2.54440 -2.32647 -0.0836 0.0674 -0.0392
H -5.82841 4.21287 -1.37920 0.0157 0.0572 -0.0137
H -4.23975 3.53792 0.39329 0.0317 0.1608 -0.0597
H -5.43708 3.01613 3.21882 -0.1058 0.1207 0.0122
H -5.22137 4.31852 5.30599 -0.0675 0.0190 0.0676
H -3.23819 4.02991 6.74926 -0.0013 0.0244 0.0363
H -1.45440 2.45484 6.07748 0.0599 -0.0473 0.0667
H -1.66518 1.17950 3.97750 0.0732 0.0306 0.1277
H -1.85336 -1.56287 2.38056 -0.7226 -0.4894 0.4003
H -2.44157 -3.81069 3.23663 0.0635 -0.1037 0.0305
H -4.78975 -4.37851 3.75748 -0.0368 -0.0887 0.0484
H -6.55693 -2.67356 3.47965 -0.0493 0.0035 0.0353
H -5.96105 -0.41447 2.66297 -0.1822 -0.0363 0.0171
```
Forces are in eV/Å.

spin multiplicity = 2
energy = -108187.7297 eV
expectation value of S² = 0.7603
HOMO (spin up / spin down) = -8.4 / -8.6 eV
Kohn-Sham gap (spin up / spin down) = 7.5 / 7.1 eV

2.
Entry from the OMol25 dataset: a molecular structure, C26H21BF7LiN5O5S2Sb in a non-equilibrium geometry (ωB97M-V/def2-TZVPD).

```
69
Properties=species:S:1:pos:R:3:forces:R:3
Li -1.01492 0.26043 0.18465 0.7179 -0.9623 0.5164
N 0.31226 1.13748 3.06934 0.1163 0.0749 -0.3893
C -0.90500 0.57326 3.11925 -0.3979 -0.1568 0.5921
N -1.38978 -0.17394 2.17188 0.2315 0.2953 -0.2751
C -2.57205 -0.76663 2.51913 -0.0762 0.1694 0.2110
C -3.05631 -0.46204 3.74008 -0.0088 -0.1126 0.0354
S -1.95773 0.62115 4.53499 0.1886 -0.0225 -0.2200
C -3.03676 -1.67263 1.45785 -0.2101 -0.1707 0.2566
C -2.79936 -2.98661 1.41924 -0.2124 -0.0931 -0.2452
S -2.92917 -3.61791 -0.19060 -0.4278 0.0213 0.0693
C -3.19159 -2.03733 -0.78266 0.0744 -0.0479 -0.1736
N -3.40899 -1.14037 0.20522 -0.3569 -0.2569 0.0951
N -3.34060 -1.75697 -2.09212 0.0504 0.0157 0.2358
H 0.69893 1.14450 2.10971 -0.0033 0.0065 0.1456
H 0.47075 1.97868 3.59736 -0.0523 0.0392 -0.0132
H -3.97078 -0.77844 4.21238 -0.0050 -0.0044 -0.0545
H -2.45059 -3.61494 2.21901 0.0731 0.0907 0.0556
H -2.71810 -2.29818 -2.67651 -0.0700 -0.0775 0.0062
H -3.29489 -0.76247 -2.29078 -0.0878 -0.0998 -0.1014
C 4.25525 -4.22579 -1.87596 0.0058 0.0234 0.1134
C 4.70324 -3.10623 -0.93973 0.0377 -0.0608 -0.1145
C 5.97649 -2.46665 -1.48499 0.0199 0.0624 0.2129
C 6.46829 -1.37642 -0.54701 -0.1138 -0.0239 -0.0571
C 5.36502 -0.39121 -0.27350 -0.3497 -0.3096 -0.0483
C 5.69050 0.92541 0.09560 0.1264 0.3175 0.0889
C 4.67479 1.82421 0.34127 0.0812 -0.2842 -0.0591
F 5.01568 3.09606 0.68665 -0.0568 -0.0021 0.0006
C 3.34745 1.48053 0.24910 0.0350 0.1924 0.0622
C 3.00001 0.15865 -0.11169 -0.7274 -0.0478 -0.0196
C 1.60837 -0.20358 -0.16139 0.5598 -0.0293 -0.0432
O 0.70269 0.65793 0.18154 0.1682 0.2239 0.2224
C 1.32802 -1.56490 -0.54238 -0.3088 -0.1186 0.0571
C 2.34796 -2.42260 -0.80426 -0.2475 -0.0761 0.0715
N 3.67624 -2.08267 -0.76059 -0.2129 -0.1289 -0.2434
C 4.03267 -0.77874 -0.38660 0.6089 0.3980 0.1538
C -0.07416 -2.14711 -0.65598 1.0403 -0.0358 -0.0161
O -0.20064 -3.37263 -0.83449 -0.0495 0.1561 -0.1810
O -1.04816 -1.33202 -0.56695 0.1371 -0.6656 -0.5527
H 5.11476 -4.85985 -2.09852 0.0051 -0.0002 0.0012
H 3.87825 -3.80839 -2.81079 -0.0141 -0.0103 -0.0131
H 3.48417 -4.85709 -1.43865 -0.0159 -0.0070 -0.0364
H 4.93083 -3.54638 0.04404 0.0621 0.0137 -0.0075
H 5.76043 -2.04151 -2.46964 -0.0013 -0.0186 -0.0229
H 6.73822 -3.24055 -1.60389 -0.0379 -0.0280 -0.0534
H 7.32373 -0.85615 -0.98496 0.0289 -0.0155 0.0429
H 6.80650 -1.83386 0.39059 0.0898 0.0155 -0.0279
H 6.72449 1.23531 0.18320 -0.0099 -0.0020 -0.0149
H 2.56062 2.20032 0.42658 -0.0004 -0.0090 0.0014
H 2.08652 -3.43594 -1.05817 0.0925 -0.0147 -0.0140
F -2.00157 1.41276 -0.60344 0.3847 0.2837 0.1570
Sb -1.12900 3.11779 -0.12243 0.3659 2.2415 -0.1874
F -2.02231 2.87450 1.54040 -0.1105 0.0259 -0.2734
F -0.82141 5.00102 -0.01344 -0.1769 -0.2077 -0.0464
F 0.42367 3.15244 0.98728 -0.2066 -0.5174 -0.2472
F -0.13062 2.86309 -1.69146 -0.1508 0.0883 0.1609
F -2.69439 3.74002 -1.02309 0.2513 -0.1534 0.0665
O -4.17833 1.09784 0.99061 -0.0709 -0.3353 0.4139
B -3.93065 0.19514 -0.01095 -0.2888 0.7227 -0.0735
O -4.39206 0.63243 -1.24038 -0.1490 -0.4206 -0.2257
C -4.88433 1.89581 -0.99455 -0.1814 0.2558 0.3816
C -5.45466 2.78646 -1.87169 0.0258 -0.2146 -0.0397
C -5.88044 3.99949 -1.33935 -0.0079 -0.0349 -0.0019
C -5.73413 4.28586 0.01209 -0.0311 0.0389 -0.0336
C -5.16451 3.37245 0.89311 0.0560 -0.1330 0.1486
C -4.74737 2.17669 0.35961 -0.2903 0.0873 -0.4592
H -5.55603 2.55348 -2.92263 0.0243 0.0129 -0.0046
H -6.32919 4.73044 -1.99851 0.0217 0.0357 0.0189
H -6.06073 5.24575 0.38937 0.0021 0.0028 0.0007
H -5.03551 3.59137 1.94365 0.0362 -0.0020 -0.0057
```
Forces are in eV/Å.

spin multiplicity = 2
net charge = -1
energy = -93114.6862 eV
expectation value of S² = 0.7808
HOMO (spin up / spin down) = -1.4 / -4.6 eV
Kohn-Sham gap (spin up / spin down) = 3.5 / 6.6 eV

3.
Entry from the OMol25 dataset: a molecular structure, C26H21Br2N3O4STl (ωB97M-V/def2-TZVPD).

```
58
Properties=species:S:1:pos:R:3:forces:R:3
Tl 0.11222 -0.59450 -1.50524 -0.3005 -0.2018 -0.4503
O -2.07930 -4.84740 3.49346 -0.0715 -0.1099 0.1814
C -1.72018 -3.89277 2.60218 0.2965 0.3745 -0.4970
C -0.40727 -3.73389 2.15849 -0.2371 -0.0430 0.1131
C -0.13932 -2.75654 1.21743 0.0688 -0.3504 0.2660
N -1.07480 -1.98269 0.68914 -0.3920 0.3624 0.0300
C -2.30389 -2.11774 1.13740 0.1575 -0.2692 0.0137
Br -3.62282 -0.99547 0.37687 -0.1048 -0.0211 -0.0079
C -2.69674 -3.04206 2.09113 0.0545 -0.2059 0.2559
H -1.30433 -5.36650 3.74451 -0.0887 0.1516 -0.0739
H 0.38552 -4.35836 2.54264 0.1310 -0.0449 0.0455
H 0.86486 -2.56727 0.86917 0.0977 -0.0663 -0.0454
H -3.71734 -3.10510 2.43056 -0.0917 -0.0360 -0.0145
Br 6.94239 -5.02210 -1.63219 -0.0940 0.0998 0.0619
C 5.68077 -3.81543 -0.84180 0.1922 -0.2496 -0.1081
C 6.09713 -2.98761 0.18403 0.1122 -0.0357 -0.0894
C 5.18005 -2.11457 0.74059 -0.1125 0.0338 0.0145
C 3.87443 -2.06468 0.27312 -0.2803 0.3670 0.1934
C 3.48070 -2.91898 -0.74890 -0.0268 0.0955 0.1490
C 4.38127 -3.80468 -1.31278 0.1055 -0.0938 -0.0661
C 2.89865 -1.00751 0.86281 0.6851 -0.6184 -0.0683
O 3.17646 -0.56895 1.97354 0.1907 0.2031 0.4845
O 1.93105 -0.72536 0.12394 -0.4145 0.1058 -0.2140
H 7.12125 -3.01399 0.52517 0.0665 -0.0315 0.0273
H 5.45958 -1.44212 1.53929 -0.0094 0.0164 0.0685
H 2.46388 -2.86789 -1.11634 -0.0617 0.0545 -0.0425
H 4.08809 -4.45877 -2.11982 -0.0246 -0.0791 -0.0380
C -4.02529 9.91558 -1.75750 0.0811 0.1023 0.1157
C -3.62988 8.51665 -1.36634 0.0663 -0.2942 -0.0155
O -2.74910 8.22332 -0.60669 0.1569 0.3525 0.1172
S -4.62562 7.31246 -2.19177 -0.1322 -0.5251 -0.0763
C -3.82492 5.78783 -1.72392 -0.3572 0.6769 -0.2399
C -2.92950 5.22321 -2.62030 -0.1047 0.1109 0.0848
C -2.31225 4.04165 -2.29083 0.0861 -0.1142 -0.0104
C -2.56912 3.40327 -1.06683 -0.1675 0.4550 -0.2141
C -3.48354 3.99335 -0.18348 0.0877 -0.1197 -0.0094
C -4.10696 5.17945 -0.51071 -0.0143 0.0693 -0.1007
C -1.87206 2.21355 -0.78653 0.2479 -0.5012 0.2297
C -1.18009 1.21827 -0.62573 0.1010 0.0275 0.0035
H -4.18718 10.51001 -0.86124 -0.0367 0.0356 0.0489
H -4.91892 9.89920 -2.37456 -0.0841 0.1231 -0.0187
H -3.20999 10.36777 -2.31943 0.0642 -0.0046 -0.0336
H -2.71990 5.72091 -3.55729 0.0001 -0.0054 -0.0404
H -1.60791 3.59010 -2.97545 0.0158 -0.0663 -0.0002
H -3.69253 3.51174 0.76079 0.0411 -0.0521 0.0399
H -4.80396 5.64874 0.16903 -0.0444 -0.0114 0.0527
C 3.86109 0.11795 -2.33468 -0.0638 -0.0131 -0.0466
C 3.05637 1.35232 -2.20088 0.2189 -0.0941 -0.1432
N 1.75759 1.44205 -2.08201 0.2113 -0.3454 -0.0542
C 1.46525 2.76725 -1.97513 0.1071 0.3993 -0.0810
C 2.61127 3.49608 -2.04182 -0.2700 0.3373 -0.0049
N 3.62329 2.58461 -2.19326 0.1253 -0.0527 0.0256
H 3.24454 -0.72664 -2.04639 0.0576 -0.0229 -0.0223
H 4.72207 0.17228 -1.67004 0.0850 -0.1732 0.0399
H 4.21216 -0.01646 -3.35869 0.0313 -0.0397 -0.0452
H 0.45115 3.08298 -1.84651 -0.1932 0.1801 0.1283
H 2.80211 4.54634 -1.98086 -0.0099 0.2510 0.0162
H 4.60618 2.79031 -2.26784 -0.1547 -0.0931 0.0650
```
Forces are in eV/Å.

net charge = -1
energy = -195577.8928 eV
HOMO = -4.6 eV
Kohn-Sham gap = 6.8 eV

4.
Entry from the OMol25 dataset: a molecular structure, C26H21CoF9N4PSSe in a non-equilibrium geometry (ωB97M-V/def2-TZVPD).

```
64
Properties=species:S:1:pos:R:3:forces:R:3
Co 0.69380 1.52743 -0.91094 -0.2730 0.2089 -0.1270
C 2.07350 -2.59108 -3.95965 -0.1687 0.1743 -0.2418
C 1.19454 -1.36357 -4.30977 -1.0267 -0.3175 -0.5746
C 1.16879 -0.28049 -3.35227 0.9148 -1.1444 -0.5935
N 1.24555 0.53958 -2.56854 -0.2785 1.0055 1.0792
H 2.05015 -3.29546 -4.78981 -0.0027 0.2442 -0.1697
H 1.77444 -3.17621 -3.10128 -0.3850 0.2600 0.4024
H 3.09361 -2.27547 -3.80841 0.3590 0.0703 -0.0108
H 0.10598 -1.59868 -4.41489 0.7731 -0.2129 -0.2077
H 1.51997 -0.91890 -5.26822 -0.1606 -0.2102 0.3277
F 0.18823 2.08517 7.14588 0.1440 -0.1049 0.9175
C 0.08141 2.96776 6.16410 0.8188 -0.6516 -0.3129
F 1.08699 3.84910 6.26342 -0.0891 0.2007 0.1464
F -1.06624 3.58727 6.28135 -0.8775 0.8889 0.2693
C 0.14400 2.24121 4.86560 -0.0414 -1.5216 -0.8640
C 0.59533 0.90303 4.81988 -0.2805 1.2158 0.6374
C 0.54841 0.23702 3.62467 0.1551 -1.2164 -1.1357
C 0.13784 0.88219 2.45622 0.0143 0.5882 0.0694
C -0.22851 2.24304 2.50441 -0.2560 -0.9556 -1.5085
C -0.32018 2.86383 3.71331 0.9379 0.8663 0.7775
P 0.07861 0.06953 0.84758 0.1080 0.4780 0.5664
C 1.19705 -1.34347 0.80625 -0.1244 0.0177 -0.1196
C 2.46255 -1.13285 0.27259 -0.4003 2.2059 -0.6227
C 3.30504 -2.14351 -0.04405 2.0749 -1.0092 0.1356
C 2.94440 -3.44614 0.32413 0.4644 -0.6317 0.6459
C 1.72882 -3.67254 0.95886 0.1573 -0.2479 -0.1708
C 0.82893 -2.62627 1.15712 0.7319 -0.1947 0.2341
C 3.94646 -4.64241 0.19527 -1.9538 0.2878 -1.2007
F 4.65879 -4.90424 1.25497 -0.0421 -0.1183 1.0147
F 4.80089 -4.33698 -0.77026 0.2831 -0.3010 -0.7919
F 3.22925 -5.78583 -0.14605 1.0281 1.3390 0.3367
C -1.60265 -0.47392 0.50299 -0.5888 -0.7886 -1.3086
C -1.67675 -1.31660 -0.65360 0.4405 0.5187 0.2797
C -2.90190 -1.67897 -1.21370 0.7004 -0.2433 0.2502
C -4.05066 -1.17102 -0.62153 0.0230 0.4956 -0.3062
C -4.00466 -0.32104 0.47904 0.7612 -0.6401 0.2512
C -2.78764 0.01190 1.07618 0.5477 -0.0929 0.1083
C -5.37482 -1.48965 -1.25881 -0.9495 0.0357 -0.2410
F -6.33022 -0.65064 -0.86413 -0.0799 0.6939 0.1219
F -5.81697 -2.69480 -0.91674 0.3363 -0.7251 -0.0846
F -5.33726 -1.42389 -2.61175 0.3889 -0.1177 0.4786
H 0.95877 0.41625 5.72049 -0.1267 0.0856 -0.1806
H 0.84782 -0.82380 3.54268 -0.1174 0.6797 0.2803
H -0.47592 2.77102 1.55748 0.0187 -0.3011 0.8108
H -0.56212 3.91110 3.76994 -0.3706 0.1821 0.0014
H 2.77901 -0.08440 0.05875 -0.1905 -0.8156 0.0729
H 4.32521 -1.90385 -0.43426 -1.0827 -0.4507 0.2325
H 1.52725 -4.68914 1.28571 -0.2548 0.2227 0.0148
H -0.07898 -2.76098 1.69079 -0.8209 -0.4404 0.1154
H -0.70467 -1.61542 -1.10484 -0.9410 -0.0908 0.2214
H -2.97548 -2.38027 -2.06198 0.1134 0.5843 0.4583
H -4.90373 -0.01241 0.96037 -0.5698 0.3173 0.0193
H -2.76948 0.61929 1.99505 0.0120 -0.2620 -0.5900
N -0.55126 3.72718 -3.55401 0.2578 0.8837 -0.1273
C -1.36448 3.82747 -2.49351 0.7785 -0.5406 -0.6031
N -2.27565 4.76227 -2.36380 -1.2353 0.1129 1.6326
S -1.34047 2.61823 -1.26453 0.2135 -0.2410 0.4556
H -0.39243 4.50849 -4.20350 -0.4302 -0.4323 0.4729
H 0.26282 3.12653 -3.47873 -0.4323 -0.0053 -0.0341
H -2.54923 5.43430 -3.06542 0.2010 -0.0248 -0.1089
H -2.84127 4.72193 -1.47404 0.8096 0.2129 -1.6466
Se 2.68501 3.11053 -0.23448 0.0257 -0.1166 0.9729
C 2.56534 3.68657 -1.91260 -0.1058 -0.2131 -1.2714
N 2.44903 3.77568 -3.06498 0.0640 0.3033 0.3431
```
Forces are in eV/Å.

spin multiplicity = 5
net charge = +2
energy = -180804.3943 eV
expectation value of S² = 6.0242
HOMO (spin up / spin down) = -14.5 / -14.8 eV
Kohn-Sham gap (spin up / spin down) = 9.0 / 4.7 eV